# 1
{"formula": "C29H30FeO6S", "method": "the ωB97M-V functional and the def2-TZVPD basis", "total_charge": -2, "gap_ev": [2.839, 4.869], "lumo_ev": [4.41, 4.41], "s_squared": 6.10, "multiplicity": 5, "homo_ev": [1.573, -0.463], "elements": ["C", "O", "C", "C", "C", "C", "C", "C", "C", "C", "C", "C", "Fe", "C", "C", "C", "C", "C", "C", "C", "H", "H", "H", "H", "H", "H", "H", "H", "H", "H", "H", "H", "H", "H", "H", "H", "H", "C", "C", "O", "C", "C", "O", "C", "S", "C", "C", "C", "C", "C", "C", "O", "O", "O", "H", "H", "H", "H", "H", "H", "H", "H", "H", "H", "H", "H", "H"], "xyz": [[0.68, 4.96, -3.87], [-0.26, 4.49, -2.93], [-0.01, 3.35, -2.21], [-1.06, 2.92, -1.37], [-0.97, 1.70, -0.75], [0.19, 0.92, -0.83], [0.17, -0.34, -0.02], [0.27, -1.51, -0.90], [-0.01, -2.86, -0.50], [0.23, -3.72, -1.69], [0.60, -2.89, -2.81], [0.60, -1.51, -2.39], [-1.16, -2.25, -1.97], [-2.49, -0.80, -2.39], [-2.80, -1.43, -1.13], [-2.92, -2.87, -1.36], [-2.67, -3.13, -2.79], [-2.40, -1.81, -3.42], [1.20, 1.33, -1.70], [1.16, 2.57, -2.33], [0.24, 5.90, -4.21], [1.64, 5.11, -3.41], [0.78, 4.18, -4.63], [-1.89, 3.59, -1.18], [-1.81, 1.38, -0.14], [-0.76, -0.42, 0.69], [-0.30, -3.16, 0.53], [0.19, -4.83, -1.63], [0.90, -3.27, -3.79], [0.85, -0.65, -3.02], [-2.50, 0.26, -2.58], [-3.06, -0.94, -0.20], [-3.24, -3.63, -0.63], [-2.70, -4.10, -3.31], [-2.19, -1.65, -4.50], [2.07, 0.67, -1.75], [2.09, 2.90, -2.82], [2.83, -3.18, 4.65], [2.81, -3.08, 3.12], [2.40, -1.69, 2.86], [1.94, -1.56, 1.60], [1.35, -0.17, 1.21], [2.33, 0.84, 0.93], [3.78, 0.35, 0.75], [0.21, 0.28, 2.76], [-1.17, 1.49, 2.53], [-0.85, 2.85, 2.59], [-1.89, 3.77, 2.37], [-3.23, 3.35, 2.15], [-3.54, 1.99, 2.15], [-2.52, 1.06, 2.41], [-0.41, -1.04, 2.96], [1.06, 0.91, 3.76], [2.32, -2.35, 0.76], [3.66, -3.79, 5.04], [2.93, -2.18, 5.10], [1.90, -3.66, 5.00], [3.81, -3.28, 2.68], [2.10, -3.82, 2.71], [4.18, 0.92, -0.11], [4.33, 0.57, 1.68], [3.81, -0.73, 0.58], [0.19, 3.18, 2.82], [-1.62, 4.83, 2.39], [-4.05, 4.06, 1.99], [-4.55, 1.62, 2.00], [-2.76, 0.00, 2.53]], "nbo_charge": [-0.245, -0.517, 0.270, -0.222, -0.171, -0.074, -0.183, -0.163, -0.298, -0.364, -0.348, -0.368, 0.436, -0.348, -0.363, -0.347, -0.376, -0.360, -0.114, -0.366, 0.184, 0.166, 0.176, 0.212, 0.237, 0.248, 0.229, 0.203, 0.204, 0.229, 0.224, 0.228, 0.210, 0.208, 0.208, 0.208, 0.199, -0.634, -0.076, -0.517, 0.780, 0.011, -0.554, -0.266, 2.014, -0.416, -0.233, -0.280, -0.339, -0.234, -0.309, -0.997, -0.981, -0.591, 0.186, 0.235, 0.208, 0.176, 0.203, 0.184, 0.180, 0.210, 0.220, 0.183, 0.173, 0.189, 0.222]}

***

# 2
{"formula": "C4H11N3O2", "method": "the ωB97M-V functional and the def2-TZVPD basis", "smiles": "[H]/N=C(/N)NC.CC(=O)O", "gap_ev": 9.402, "lumo_ev": 0.53, "homo_ev": -8.877, "elements": ["C", "C", "O", "O", "H", "H", "H", "C", "C", "N", "N", "N", "H", "H", "H", "H", "H", "H", "H", "H"], "xyz": [[-0.71, -1.43, -3.30], [0.31, -0.38, -3.12], [1.58, -0.84, -3.22], [0.06, 0.78, -2.99], [-0.48, -2.47, -3.46], [-1.24, -1.21, -4.23], [-1.44, -1.56, -2.51], [-1.28, 0.65, 1.25], [0.74, 0.72, 2.64], [1.71, 1.51, 2.80], [0.18, 0.46, 1.35], [0.32, -0.16, 3.63], [1.97, 2.10, 2.03], [2.19, -0.16, -2.92], [0.72, 0.88, 0.63], [0.91, -0.85, 4.03], [-0.66, -0.34, 3.73], [-1.75, 0.85, 2.21], [-1.66, -0.17, 0.65], [-1.47, 1.63, 0.78]], "nbo_charge": [-0.750, 0.791, -0.682, -0.587, 0.238, 0.247, 0.248, -0.425, 0.570, -0.701, -0.653, -0.880, 0.340, 0.495, 0.372, 0.403, 0.380, 0.198, 0.201, 0.196]}

***

In the order shown, the computed ΔE to the lowest compared entry with this formula, charge and spin values come out to 145.1; 172.6 kJ/mol.